1.
C11H12FNO7S | ωB97M-V/def2-TZVPD

XYZ file:
```
33
Properties=species:S:1:pos:R:3:forces:R:3:mulliken_charge:R:1
S 1.524 -2.197 0.343 1.78 -1.03 -0.56 1.028
H 1.111 1.875 -0.332 -0.21 0.09 0.18 0.353
O 2.070 -2.769 -0.832 -0.29 0.30 -1.31 -0.645
C -5.412 -0.338 -0.702 0.22 0.94 -0.80 0.533
C -3.172 -1.358 -0.430 0.75 0.15 -0.22 -0.601
F 0.021 -2.386 0.311 -0.35 0.71 0.30 -0.005
O 2.050 -2.821 1.515 -0.65 0.57 1.26 -0.663
O -5.033 -2.227 0.748 0.24 0.05 -0.09 -0.799
C 3.594 -0.106 -1.307 0.63 0.04 0.13 -0.684
H -5.476 1.406 -1.910 0.09 0.04 -0.11 0.325
C 1.914 1.576 1.715 -0.09 -0.01 -0.74 -0.073
C -2.569 -0.427 -1.341 -0.28 -0.86 0.73 0.496
C -4.509 -1.414 -0.046 -0.68 0.06 0.13 0.376
H 1.569 3.383 0.556 -0.25 -0.08 0.01 0.330
H 3.873 1.470 1.684 -0.24 0.04 0.02 0.389
O -6.638 -0.305 -0.519 -0.11 -0.45 0.42 -0.765
H 4.209 0.780 -1.456 1.50 -1.12 -0.26 0.279
C 3.283 -0.466 -0.049 -0.61 0.64 -0.29 -0.491
H 4.010 -0.765 0.707 -0.03 1.39 0.58 0.485
O 3.200 1.800 2.295 0.21 0.10 0.21 -0.599
H 1.210 2.017 2.420 0.05 -0.17 0.14 0.502
N 1.862 -0.529 0.295 -0.81 -2.96 0.20 0.259
O -2.908 1.574 -2.645 -0.21 -0.07 0.13 -0.817
C -3.451 0.712 -1.912 0.63 -0.04 -0.15 0.410
C -4.788 0.648 -1.541 -0.66 -0.06 0.26 -0.729
H -2.478 -2.086 -0.020 -0.13 -0.14 0.04 0.355
H 3.227 -0.679 -2.151 -1.48 1.16 -0.15 0.275
H 0.599 -0.116 1.978 -0.17 -0.18 -0.64 0.546
C 1.797 2.331 0.383 0.49 -0.02 0.05 -1.080
H 2.277 -0.433 2.342 -0.14 0.13 0.12 0.404
O -1.370 -0.540 -1.646 0.25 0.45 -0.23 -0.739
H 2.790 2.327 -0.075 -0.10 -0.07 -0.11 0.163
C 1.613 0.064 1.622 0.64 0.37 0.76 -0.816
```
Forces are in eV/Å.

Maximum force: 0.0599 hartree/bohr
Highest occupied orbital energy: 0.0100 Ha
Relative energy (zero: lowest compared OMol25 entry of this formula, charge and spin): 0.00 kcal/mol
Charge: -2
Lowest unoccupied orbital energy: 0.1315 Eh

2.
C11H12N2O | ωB97M-V/def2-TZVPD

XYZ file:
```
26
Properties=species:S:1:pos:R:3:forces:R:3:mulliken_charge:R:1
C 1.613 0.108 2.006 -0.20 0.39 -1.97 0.178
C -0.676 -0.686 -0.888 0.40 -0.57 1.00 0.471
H -1.315 0.343 3.672 -0.70 0.03 -0.05 0.457
H -0.565 0.835 -3.113 0.73 -0.70 0.26 0.298
H -3.960 -0.821 0.153 1.22 -0.39 -0.51 0.348
C 1.195 -0.197 0.723 -0.74 -0.05 0.42 -0.219
H -0.180 -1.562 -2.744 0.08 0.13 0.32 0.362
C 0.688 0.384 3.051 0.07 -0.51 -0.79 -0.332
O 2.971 0.292 2.128 -0.15 0.25 2.97 -0.544
C -0.650 0.220 2.845 1.31 -0.58 -2.08 -0.912
C -0.203 -0.325 0.399 1.77 0.19 1.59 0.557
C -2.008 -0.917 -0.962 -1.61 -0.22 0.47 -0.615
C 0.286 -0.879 -2.008 -1.72 0.12 -1.70 -0.883
H 1.340 2.252 -2.459 -0.11 -0.23 0.67 0.251
N -2.407 -0.400 1.361 -0.24 0.00 -0.34 -0.629
H 1.081 0.680 3.996 0.16 0.20 0.74 0.322
H -2.571 -1.285 -1.795 0.39 -0.04 -0.91 0.428
C -2.837 -0.765 0.176 -0.88 0.83 0.91 -0.366
H 1.192 -1.368 -1.719 0.71 0.21 0.26 0.362
C -1.077 -0.178 1.494 -0.99 0.30 1.45 0.301
H 1.101 0.358 -3.629 -0.40 0.00 0.58 0.385
H 1.908 -0.337 -0.071 0.30 0.15 0.18 0.299
H 0.456 1.842 -1.145 -0.81 0.22 0.57 0.195
H 3.126 0.467 3.114 0.03 -0.34 -2.13 0.300
C 0.433 0.459 -2.746 0.43 1.06 0.37 -0.494
N 1.061 1.481 -1.841 0.95 -0.43 -2.29 -0.518
```
Forces are in eV/Å.

Maximum force: 0.0581 hartree/bohr
Highest occupied orbital energy: -0.2951 Ha
Relative energy (zero: lowest compared OMol25 entry of this formula, charge and spin): 25.13 kcal/mol
Lowest unoccupied orbital energy: 0.0164 Eh

3.
C11H12N4OPtS7 | ωB97M-V/def2-TZVPD

XYZ file:
```
36
Properties=species:S:1:pos:R:3:forces:R:3:mulliken_charge:R:1
H -4.276 -2.444 -0.869 0.03 -0.01 0.02 0.401
C 1.057 1.116 2.802 -0.22 -0.21 -0.12 -1.003
S 2.518 4.597 -1.015 -0.12 -0.03 -0.08 -0.179
H 2.714 -3.660 -0.761 0.06 -0.01 0.00 0.207
H 0.415 1.736 3.424 0.06 0.04 0.05 0.316
N -0.033 -1.967 -1.036 0.29 1.43 0.16 -0.374
S 2.626 0.292 -1.247 -1.51 -0.46 0.09 -0.522
N 2.134 -2.847 -0.829 -0.28 0.05 -0.10 -0.175
N -2.847 2.133 -0.831 0.05 -0.26 -0.10 -0.174
C 0.801 -2.959 -0.906 0.12 -0.64 0.06 0.630
S 0.291 2.625 -1.245 -0.45 -1.51 0.09 -0.524
N -1.966 -0.034 -1.037 1.42 0.30 0.16 -0.384
H -1.500 -0.295 3.526 -0.04 -0.08 0.06 0.326
H -2.443 -4.277 -0.868 -0.01 0.03 0.02 0.400
S 0.058 0.076 1.710 -0.15 -0.16 0.81 0.286
Pt 0.256 0.256 -1.023 -0.02 -0.02 -1.58 0.942
H -3.659 2.714 -0.761 -0.02 0.06 0.00 0.207
C -3.715 -1.526 -0.899 0.08 0.05 -0.09 -0.332
H 1.653 1.749 2.146 0.02 0.02 0.01 0.235
H -0.192 -1.519 3.516 -0.07 -0.04 0.06 0.327
H -1.930 2.555 -0.870 -0.01 0.12 0.11 -0.062
C 2.927 1.978 -1.103 0.16 0.89 0.10 0.151
C 4.257 4.258 -1.032 0.02 0.02 0.16 0.546
S 0.004 -4.514 -0.804 0.10 0.36 -0.04 -0.222
S 4.597 2.519 -1.017 -0.03 -0.12 -0.08 -0.179
H -1.500 -1.597 2.312 -0.02 -0.03 0.03 0.254
C -0.872 -0.931 2.903 0.27 0.31 -0.04 -1.040
C -2.379 -1.351 -1.011 -0.47 -0.07 0.06 -0.003
C -1.351 -2.379 -1.011 -0.07 -0.47 0.06 -0.003
O 5.105 5.106 -0.999 -0.03 -0.03 -0.05 -0.548
C -1.526 -3.715 -0.898 0.05 0.08 -0.09 -0.315
C 1.978 2.927 -1.102 0.89 0.16 0.10 0.147
H 1.715 0.501 3.414 0.03 0.06 0.04 0.316
H 2.555 -1.930 -0.870 0.12 -0.01 0.11 -0.061
C -2.958 0.801 -0.907 -0.63 0.10 0.06 0.631
S -4.514 0.004 -0.805 0.36 0.11 -0.04 -0.222
```
Forces are in eV/Å.

Maximum force: 0.0308 hartree/bohr
Highest occupied orbital energy: -0.2451 Ha
Relative energy (zero: lowest compared OMol25 entry of this formula, charge and spin): 11.58 kcal/mol
Lowest unoccupied orbital energy: -0.0025 Eh